[1]
Formula: C22H27ClN2O4S
Source: the OMol25 dataset
Level of theory: ωB97M-V with the def2-TZVPD basis set

Geometry as XYZ:
```
57
Properties=species:S:1:pos:R:3
C -5.30 -3.19 -1.49
H -4.89 -3.26 -2.50
O -4.27 -3.23 -0.52
C -3.32 -2.27 -0.55
C -3.27 -1.21 -1.45
C -2.25 -0.27 -1.38
C -1.24 -0.39 -0.44
C -1.27 -1.45 0.46
C -2.30 -2.37 0.40
Cl -2.34 -3.67 1.52
H -0.50 -1.54 1.20
N -0.20 0.55 -0.33
S -0.25 1.55 1.01
O -0.59 0.76 2.15
O 0.98 2.28 1.03
C -1.61 2.65 0.62
C -2.89 2.18 0.80
C -3.96 2.98 0.41
C -3.72 4.22 -0.16
C -2.42 4.67 -0.34
C -1.35 3.88 0.05
H -0.33 4.21 -0.06
H -2.24 5.64 -0.77
H -4.55 4.84 -0.46
H -4.97 2.63 0.55
H -3.04 1.22 1.26
C 0.47 1.07 -1.51
H -0.12 0.88 -2.41
H 0.63 2.14 -1.39
C 1.84 0.37 -1.67
O 2.13 -0.25 -2.67
N 2.62 0.53 -0.60
H 2.28 1.10 0.17
C 3.91 -0.11 -0.43
C 4.96 0.97 -0.15
C 6.40 0.49 -0.29
C 6.76 -0.74 0.55
C 6.15 -2.03 0.00
H 6.80 -2.87 0.25
H 6.12 -1.96 -1.09
C 4.75 -2.35 0.53
C 3.82 -1.14 0.70
H 2.79 -1.50 0.76
H 4.04 -0.64 1.65
H 4.83 -2.84 1.50
H 4.28 -3.06 -0.16
H 7.85 -0.84 0.54
H 6.45 -0.58 1.59
H 7.06 1.32 -0.01
H 6.61 0.26 -1.34
H 4.80 1.79 -0.85
H 4.80 1.36 0.85
H 4.11 -0.61 -1.39
H -2.26 0.56 -2.08
H -4.04 -1.09 -2.20
H -5.92 -4.06 -1.28
H -5.90 -2.28 -1.40
```

Calculated values
E_tot, eV: -57780.2365
Highest occupied orbital energy, eV: -8.52
LUMO level, eV: 0.492
Energy relative to the best compared isomer or geometry (same formula, charge and spin), kJ/mol: 0.0

Atom charges from the natural (NBO) analysis, given in e for atoms 1 to 5: C -0.2522; H 0.1794; O -0.4777; C 0.2819; C -0.2845

---

[2]
Formula: C2H2Br6
Source: the OMol25 dataset
Level of theory: ωB97M-V with the def2-TZVPD basis set

Geometry as XYZ:
```
10
Properties=species:S:1:pos:R:3
C 1.56 -1.65 0.11
Br 0.70 -1.86 -1.69
Br 0.70 -0.55 1.52
Br 3.46 -1.08 -0.22
H 1.53 -2.63 0.59
C -1.63 1.43 -0.02
Br -2.87 1.96 -1.52
Br -1.84 2.23 1.80
Br 0.16 1.77 -0.84
H -1.77 0.38 0.27
```

Calculated values
E_tot, eV: -422359.7810
Highest occupied orbital energy, eV: -9.95
LUMO level, eV: -0.729
Energy relative to the best compared isomer or geometry (same formula, charge and spin), kJ/mol: 80.7

Atom charges from the natural (NBO) analysis, given in e for atoms 1 to 5: C -0.4397; Br 0.0776; Br 0.0813; Br 0.0678; H 0.2167

---

[3]
Formula: C6H9N
Source: the OMol25 dataset
Level of theory: ωB97M-V with the def2-TZVPD basis set

Geometry as XYZ:
```
16
Properties=species:S:1:pos:R:3
C -1.14 0.75 -2.36
N -0.62 0.81 -1.01
C -0.83 -0.20 -0.29
C -0.24 -0.35 1.07
C 1.11 -1.16 1.08
C 1.73 0.14 1.52
C 0.58 0.82 1.54
H -0.30 0.84 -3.06
H -1.81 1.60 -2.52
H -1.68 -0.18 -2.60
H -1.43 -1.05 -0.64
H -0.99 -0.75 1.76
H 1.44 -1.58 0.12
H 1.12 -1.95 1.84
H 2.74 0.42 1.78
H 0.33 1.85 1.76
```

Calculated values
E_tot, eV: -7855.7984
Highest occupied orbital energy, eV: -9.45
LUMO level, eV: 1.203
Energy relative to the best compared isomer or geometry (same formula, charge and spin), kJ/mol: 227.8

Atom charges from the natural (NBO) analysis, given in e for atoms 1 to 5: C -0.4332; N -0.4023; C 0.1299; C -0.3024; C -0.4036

---

[4]
Formula: C4H3ClN2
Source: the OMol25 dataset
Level of theory: ωB97M-V with the def2-TZVPD basis set

Geometry as XYZ:
```
10
Properties=species:S:1:pos:R:3
C -0.88 0.40 -0.30
C -0.18 -0.68 -0.73
C 1.01 -1.13 -0.07
C -0.17 1.23 0.61
H -0.93 -1.38 -1.36
H 1.70 -1.95 -0.34
H -0.54 2.19 0.82
N 1.43 -0.41 1.02
N 0.96 0.76 1.22
Cl -2.39 0.97 -0.86
```

Calculated values
E_tot, eV: -19697.0454
Highest occupied orbital energy, eV: -9.19
LUMO level, eV: 0.201
Energy relative to the best compared isomer or geometry (same formula, charge and spin), kJ/mol: 188.0

Atom charges from the natural (NBO) analysis, given in e for atoms 1 to 5: C -0.0841; C -0.2474; C -0.0032; C -0.0077; H 0.2396

---

> Look up the LUMO level of the third one.

1.203 eV

---

> What is the formula in the first record?

C22H27ClN2O4S

---

> Number 1 is which compound?

C22H27ClN2O4S

---

> Number 3 is which compound?

C6H9N